9 unconnected molecules or ions with the total composition C26H54N2O25S3 in a non-equilibrium geometry. Source: the Open Molecules 2025 dataset; level of theory: ωB97M-V with the def2-TZVPD basis set.

Structure (XYZ):
```
110
Properties=species:S:1:pos:R:3:forces:R:3:lowdin_charge:R:1
C 27.097 8.197 4.486 -2.075 1.544 1.572 0.005
N 28.054 7.918 3.346 -2.011 2.287 0.433 -0.310
C 28.721 9.237 3.022 -1.767 -0.716 0.021 0.031
C 28.957 6.908 3.739 0.035 -3.184 5.701 -0.046
C 27.356 7.450 2.085 -1.734 0.794 3.892 -0.091
C 26.499 6.254 2.218 1.442 -1.079 -2.482 -0.204
O 25.847 6.098 0.953 -0.806 1.255 0.120 -0.056
H 27.578 8.619 5.466 -0.182 -0.682 -2.282 0.134
H 26.613 7.250 4.777 0.273 0.261 -0.371 0.071
H 26.211 8.945 4.232 2.170 -1.538 -0.025 0.141
H 27.970 9.916 2.747 -1.779 1.031 0.473 0.066
H 29.262 9.352 2.151 1.843 -1.388 -1.967 0.090
H 29.245 9.655 3.804 0.987 0.417 2.053 0.083
H 29.573 7.255 4.672 -1.642 -0.662 -1.272 0.115
H 29.686 6.971 3.051 2.555 -1.232 -2.924 0.045
H 28.410 5.757 4.037 1.837 3.754 -1.302 0.203
H 28.030 7.617 1.389 3.892 -1.217 -3.599 0.085
H 26.773 8.237 1.784 -2.344 2.309 0.011 0.119
H 25.795 6.368 2.969 -1.264 0.132 1.703 0.073
H 27.140 5.393 2.380 -0.434 -0.455 0.007 0.107
H 25.278 6.919 0.816 0.829 -1.520 0.033 0.066
N 26.123 11.638 4.100 2.347 -0.891 -0.901 -0.623
O 26.098 11.463 2.830 -0.217 0.252 1.415 -0.110
O 25.104 11.724 4.765 -0.771 0.172 0.139 -0.049
O 27.270 11.636 4.680 -1.214 0.106 -0.605 -0.120
O 23.991 8.148 -0.001 0.560 0.766 -0.059 -0.288
S 22.772 7.795 -0.654 0.196 -4.263 1.952 0.723
O 22.768 6.535 -1.414 -0.195 2.686 0.253 -0.286
O 21.678 7.436 0.597 -0.033 2.264 -2.728 -0.234
C 22.202 6.485 1.513 -0.952 3.980 2.735 -0.237
C 21.242 6.286 2.690 9.853 -3.063 -1.161 0.006
C 22.164 9.119 -1.638 3.083 -3.983 -0.824 -0.070
H 23.100 6.925 1.909 0.680 -0.367 0.194 0.104
H 22.316 5.605 1.083 0.960 -3.932 -2.361 0.072
H 21.212 7.065 3.280 1.167 3.869 3.828 0.027
H 21.671 5.340 3.056 -0.796 0.477 0.857 0.115
H 20.361 6.282 2.467 -10.088 -1.446 -3.400 -0.016
H 22.813 9.232 -2.490 0.415 -1.010 -0.505 0.100
H 22.080 10.049 -1.399 -0.529 5.442 3.182 0.022
H 21.294 8.716 -1.872 -4.249 -1.376 -1.834 0.022
O 31.680 4.302 -0.490 0.237 1.252 -0.473 -0.292
S 31.431 5.618 0.053 -0.907 -2.468 4.019 0.621
O 30.068 5.998 0.341 0.572 0.672 -1.886 -0.273
O 31.970 5.609 1.642 0.828 0.914 -1.682 -0.306
C 31.922 4.298 2.226 -2.389 0.994 3.293 -0.203
C 32.218 4.534 3.796 -6.145 -3.107 -1.074 -0.011
C 32.369 6.922 -0.663 2.184 1.043 0.385 -0.149
H 32.458 3.736 1.504 0.666 -1.609 0.513 0.090
H 30.858 4.049 2.412 0.289 -0.557 -1.496 0.103
H 31.378 5.094 4.265 0.907 0.470 -0.848 0.091
H 33.101 4.843 3.869 7.115 3.985 0.821 -0.030
H 32.282 3.741 4.562 -0.463 -1.037 -1.214 0.087
H 33.601 6.825 -0.955 -3.920 -0.257 1.060 0.169
H 32.192 7.701 0.140 0.523 -0.515 -1.084 0.070
H 31.745 7.159 -1.525 0.363 0.257 -0.198 0.057
O 29.074 5.826 6.713 -0.622 -0.026 1.404 -0.294
S 28.685 6.537 7.918 -0.769 1.228 -4.470 0.607
O 29.224 6.225 9.160 0.915 -1.155 2.815 -0.251
O 29.103 8.089 7.597 -0.459 -0.950 0.474 -0.242
C 30.517 8.248 7.738 -1.245 6.373 1.835 -0.203
C 30.864 9.848 7.549 -2.957 -1.713 6.287 -0.001
C 26.878 6.647 8.031 0.993 -1.187 -1.244 -0.081
H 31.084 7.974 6.990 2.268 -2.925 -3.942 0.035
H 30.902 8.040 8.668 0.345 -1.319 2.114 0.087
H 31.827 10.128 7.350 3.085 0.105 0.731 0.039
H 30.278 10.571 8.259 1.391 -1.500 -1.020 0.126
H 30.520 10.019 6.674 -3.193 1.372 -6.109 -0.025
H 26.673 7.322 8.808 -0.473 1.323 0.632 0.053
H 26.483 5.681 8.339 0.514 -0.319 0.079 0.066
H 26.454 6.807 7.033 0.174 0.601 0.383 0.058
C 28.111 -0.102 3.470 1.187 -2.289 2.800 -0.136
C 29.570 0.254 3.981 -4.028 0.925 -2.960 -0.005
O 29.612 1.620 3.593 5.844 -1.809 1.257 0.141
C 28.488 2.056 3.391 -6.128 5.836 -0.672 -0.649
O 28.198 3.241 3.320 0.477 -1.436 -0.268 0.128
O 27.536 1.114 3.339 -1.425 1.019 -0.641 0.103
H 27.544 -0.752 4.163 0.249 0.649 0.284 0.138
H 28.127 -0.724 2.626 0.193 -0.214 -1.971 0.108
H 30.190 -0.197 3.333 2.864 -2.056 -1.245 0.100
H 29.652 0.177 4.978 0.847 -0.488 3.420 0.103
C 34.929 9.602 3.760 0.893 1.509 1.299 -0.146
C 34.502 8.845 2.543 1.936 -2.221 -1.158 -0.151
O 33.197 8.317 2.804 1.285 0.383 1.839 0.033
C 32.958 8.537 4.185 2.949 2.261 -3.514 -0.523
O 31.975 8.242 4.684 -3.442 -1.569 2.344 0.216
O 33.911 9.360 4.710 -0.585 -1.591 0.330 0.061
H 34.893 10.680 3.658 0.160 0.301 -0.579 0.126
H 35.946 9.408 4.207 -1.110 -0.429 -0.605 0.148
H 35.319 8.040 2.308 -1.842 0.818 0.497 0.158
H 34.481 9.437 1.654 -0.290 0.594 -0.471 0.113
C 23.592 4.076 7.794 -3.087 -1.969 3.166 -0.202
C 22.323 4.537 7.043 -3.842 0.795 -0.070 -0.122
O 22.848 5.087 5.854 1.854 0.330 -0.806 0.031
C 24.130 4.684 5.728 4.731 -0.151 -4.188 -0.418
O 24.940 4.784 4.741 -4.656 -0.107 4.765 0.098
O 24.563 4.026 6.875 1.091 1.105 -2.937 0.042
H 23.440 3.003 8.182 0.126 1.677 -0.129 0.159
H 23.826 4.760 8.643 -0.075 -0.427 -0.514 0.132
H 21.614 5.353 7.544 2.009 -1.470 -0.625 0.154
H 21.495 3.829 6.619 1.869 0.256 1.383 0.159
C 22.924 8.258 7.664 0.697 -0.970 0.409 -0.131
C 21.734 8.759 6.996 -1.970 0.449 0.400 -0.116
O 22.077 8.625 5.651 -1.218 -0.015 -2.153 0.117
C 23.313 8.151 5.526 1.484 -1.951 -6.213 -0.576
O 23.933 7.759 4.514 -2.684 1.859 2.180 0.106
O 23.830 7.988 6.658 3.020 -0.639 2.951 0.117
H 22.915 7.395 8.263 -0.951 -1.396 0.752 0.118
H 23.304 8.971 8.250 1.763 2.895 2.413 0.104
H 21.461 9.796 7.190 0.418 0.097 0.055 0.146
H 20.886 8.180 7.356 -0.490 -0.297 -0.900 0.134
```
Forces are in eV/Å.

The calculation puts the strongest force on any atom at 0.209 Eh/bohr. As for the lowest unoccupied orbital energy: 0.116 eV. The highest occupied orbital energy is -6.860 eV. Its energy above the lowest of the compared OMol25 structures with the same formula, charge and spin is 39.08 kcal per mole.